{"formula": "C9H11N", "method": "ωB97M-V with the def2-TZVPD basis set", "symbols": ["C", "C", "C", "C", "C", "C", "C", "C", "C", "N", "H", "H", "H", "H", "H", "H", "H", "H", "H", "H", "H"], "positions_angstrom": [[-0.779280, -1.975422, 0.388495], [-1.804143, -0.898755, 0.380467], [0.481956, -1.697249, -0.120806], [-1.502072, 0.356714, 0.131829], [3.346750, 0.393121, 0.144260], [0.333418, 0.278007, -1.627293], [-0.169321, 0.812311, -0.253116], [0.820937, -0.387093, -0.396763], [-2.525646, 1.400714, 0.499159], [3.551126, 0.028286, 1.281781], [-0.955385, -3.034863, 0.456040], [-2.840785, -0.985207, 0.584779], [1.252986, -2.412943, -0.028513], [4.026191, 0.585108, -0.772161], [-0.550429, -0.198114, -1.958559], [0.890252, 1.015484, -2.266080], [0.215237, 1.711700, 0.211360], [-2.554532, 2.067289, -0.436454], [-2.232268, 1.887669, 1.346247], [-3.453985, 0.933909, 0.649990], [4.449003, 0.119344, 1.785330]], "forces_ev_per_angstrom": [[0.891, 0.774, -2.162], [1.103, -2.142, -0.179], [-2.297, -0.848, 2.979], [0.300, 1.925, 1.131], [-0.266, -0.904, -1.985], [0.604, 2.225, 1.072], [1.083, -1.687, 0.023], [1.047, 3.406, -1.711], [0.894, -0.233, -4.633], [0.338, 0.487, 1.218], [-0.701, -0.104, 0.632], [-0.683, -1.196, 0.528], [0.630, -0.992, -0.335], [-0.887, 0.141, 1.316], [-0.342, -0.692, -1.629], [-0.533, -1.138, 0.672], [0.020, 0.156, -0.362], [-0.382, -0.311, 1.672], [0.771, 1.727, 2.153], [-1.380, -0.397, 0.178], [-0.209, -0.198, -0.577]], "gap_ev": [7.5, 7.8], "total_energy_ev": -10994.3184, "charge": 0}



{"formula": "C9H11N2S", "method": "ωB97M-V with the def2-TZVPD basis set", "symbols": ["C", "C", "C", "C", "C", "C", "C", "C", "C", "N", "N", "S", "H", "H", "H", "H", "H", "H", "H", "H", "H", "H", "H"], "positions_angstrom": [[-2.836036, -0.908270, -1.330595], [0.656427, 0.149025, 0.343621], [0.396722, -0.121891, 1.635148], [-1.589543, -0.422584, -1.541125], [-1.574285, -0.753336, 0.713160], [2.727012, 1.329087, -0.100132], [1.661500, 0.644501, -0.521019], [1.314957, 0.066121, 2.788964], [-1.000904, -0.011782, -2.838516], [-0.875176, -0.631238, 1.856565], [-0.905522, -0.356973, -0.358168], [-3.159909, -1.279675, 0.338821], [-3.600896, -1.073156, -2.062226], [3.478495, 1.644941, -0.801823], [2.887153, 1.584611, 0.933324], [1.534396, 0.421748, -1.571016], [1.350181, 1.118403, 3.080720], [0.972301, -0.514884, 3.643134], [2.327679, -0.247482, 2.529943], [-0.192866, -0.687035, -3.120898], [-1.762845, -0.041911, -3.610827], [-0.602435, 0.999902, -2.774928], [-1.206405, -0.908120, 2.767874]], "forces_ev_per_angstrom": [[0.245, 0.067, 0.150], [-4.111, -1.473, -0.893], [0.140, 0.007, -0.328], [-0.927, -0.259, -0.432], [-0.377, -0.049, -0.390], [-0.243, -0.175, -0.135], [0.652, 0.407, -0.338], [0.172, 0.145, 0.037], [0.194, 0.021, 0.033], [-0.032, -0.004, -0.054], [3.844, 1.130, 2.738], [0.383, 0.147, -0.039], [-0.136, -0.032, -0.178], [0.118, 0.032, -0.120], [-0.023, 0.056, 0.170], [0.072, -0.023, -0.040], [-0.003, -0.063, 0.024], [0.068, -0.024, 0.024], [-0.070, -0.002, 0.028], [0.032, 0.005, -0.051], [0.000, 0.009, -0.045], [0.002, 0.051, -0.051], [-0.002, 0.027, -0.109]], "gap_ev": 9.1, "total_energy_ev": -23319.4141, "charge": 1}



{"formula": "C9H11N2S", "method": "ωB97M-V with the def2-TZVPD basis set", "symbols": ["C", "C", "C", "C", "C", "C", "C", "C", "C", "N", "N", "S", "H", "H", "H", "H", "H", "H", "H", "H", "H", "H", "H"], "positions_angstrom": [[-2.930143, -0.884041, -0.658263], [-2.410723, 0.304626, -1.172137], [-2.266672, -1.672455, 0.244682], [-1.156226, 0.687662, -0.783421], [-0.956101, -1.337633, 0.568860], [-0.446587, -0.235913, 0.002019], [2.710978, -1.152887, 0.557095], [1.897486, 0.698830, -0.954570], [0.969969, 0.257320, 0.442076], [1.732141, -0.677442, 1.184816], [0.867298, 1.548678, 1.228174], [3.224263, -0.502518, -1.022345], [-3.997690, -1.152239, -0.864281], [-2.951807, 1.117212, -1.668252], [-2.638375, -2.524332, 0.797827], [-0.744676, 1.555533, -1.289096], [-0.215055, -2.026738, 0.942363], [3.278152, -2.060917, 0.966979], [1.211950, 0.621157, -1.822180], [2.191953, 1.711246, -0.679579], [0.949947, 1.430061, 2.246973], [0.134492, 2.070535, 0.833216], [1.545415, 2.224266, 0.899054]], "forces_ev_per_angstrom": [[-2.925, -0.204, 0.000], [-0.253, 0.984, 0.573], [0.911, -0.277, 0.534], [0.143, -1.282, -0.357], [0.068, -1.285, -0.940], [2.661, 3.650, 0.587], [1.617, -1.664, -0.098], [-2.244, -0.717, 1.835], [1.264, -0.313, -3.095], [-0.763, 0.126, 0.421], [1.317, -0.279, -0.257], [-0.429, -0.119, 0.714], [1.107, 0.336, -0.024], [-0.413, -1.076, -0.369], [-0.665, -0.114, -0.629], [0.284, 0.152, 0.501], [-0.439, -0.141, 1.041], [-0.661, 1.573, -0.593], [0.770, 0.337, 0.471], [0.554, 0.042, -0.998], [-0.631, 0.112, -0.293], [-2.825, 0.434, 0.451], [1.553, -0.276, 0.524]], "gap_ev": 9.6, "total_energy_ev": -23318.6537, "smiles": "[NH3+][C@@]1(c2ccccc2)CSC=N1", "charge": 1}



{"formula": "C9H11N3", "method": "ωB97M-V with the def2-TZVPD basis set", "symbols": ["C", "C", "C", "C", "C", "C", "C", "C", "C", "N", "N", "N", "H", "H", "H", "H", "H", "H", "H", "H", "H", "H", "H"], "positions_angstrom": [[0.428863, -2.114987, -0.601338], [0.885398, -2.246125, 0.705136], [-2.993241, -0.755195, -2.275414], [-2.223143, -1.280732, -1.389459], [0.586801, 0.744015, 1.111400], [1.648476, 0.066710, 1.252264], [-0.514974, -2.159112, -1.671744], [0.585397, 2.177948, 0.725866], [1.861901, -1.402107, 1.577879], [0.253375, -3.300303, 1.218673], [-0.557542, -3.846786, 0.416861], [-0.460953, -3.122634, -0.713316], [-3.959181, -0.237996, -2.138413], [-2.762007, -0.860423, -3.358330], [-2.225583, -1.178742, -0.313257], [-0.402840, 0.416241, 1.451171], [2.539845, 0.444150, 0.870371], [-0.120154, -2.286779, -2.765871], [-0.249955, 2.527359, -0.006807], [0.434308, 2.829469, 1.658042], [1.530814, 2.598238, 0.466433], [1.568843, -1.857155, 2.607505], [2.873184, -1.721587, 1.396351]], "forces_ev_per_angstrom": [[0.315, -0.358, 1.757], [1.084, 1.805, -0.134], [-1.415, 0.521, -2.803], [4.977, -1.301, 0.684], [-3.788, 2.396, 0.400], [2.810, -3.605, 0.491], [-4.295, 3.575, -4.161], [-1.919, 2.365, 0.704], [-2.881, -1.879, 0.562], [0.873, -0.793, 1.868], [-1.664, -0.692, -0.668], [2.074, -1.813, 0.800], [0.657, -0.316, 0.527], [0.006, 0.012, 0.802], [-0.454, -0.165, 0.115], [0.330, -0.394, -0.200], [1.518, 1.214, -0.409], [-1.271, -0.059, 1.851], [1.546, -0.857, 1.125], [-0.446, -1.015, -0.906], [0.864, -0.237, -0.987], [0.653, 1.505, -1.286], [0.427, 0.092, -0.133]], "gap_ev": 10.1, "total_energy_ev": -13973.1790, "charge": 0}



{"formula": "C9H11N3O", "method": "ωB97M-V with the def2-TZVPD basis set", "symbols": ["C", "C", "C", "C", "C", "C", "C", "C", "C", "N", "N", "N", "O", "H", "H", "H", "H", "H", "H", "H", "H", "H", "H", "H"], "positions_angstrom": [[0.532617, 2.302318, -0.077117], [-0.887537, 0.575774, -1.041125], [-0.751552, 1.783436, -0.384242], [-0.092066, -0.386712, -0.248880], [1.614066, 1.368019, -0.164367], [1.260117, -0.082141, -0.069142], [-2.179475, 0.336528, -0.113330], [-3.570193, -0.197273, -0.244904], [2.907649, -1.468426, -0.750554], [-2.067732, 1.718232, 0.187687], [-1.137343, -0.655932, 0.633538], [2.893741, 1.744645, 0.264720], [2.364414, -0.808835, 0.364392], [0.702651, 3.131264, 0.462468], [-4.291995, 0.598802, -0.624301], [-3.958295, -0.497437, 0.663348], [-3.537064, -0.981530, -1.018867], [3.060552, -0.710579, -1.532220], [2.206730, -2.217336, -1.115166], [3.766152, -1.887677, -0.500064], [-2.557275, 2.045341, 1.055986], [-1.364742, -1.603799, 0.964114], [2.871683, 2.539786, 0.920041], [3.354700, 0.888051, 0.571119]], "forces_ev_per_angstrom": [[-0.133, -3.224, -1.388], [-1.438, -1.168, -1.600], [-0.723, -0.172, 1.223], [-1.974, -1.846, -1.714], [-1.659, -1.732, 2.179], [3.774, 4.924, 1.135], [1.832, -0.924, -0.638], [0.095, 1.277, -3.284], [-3.358, 1.553, -2.106], [0.196, 0.534, 1.789], [-0.981, 0.825, 1.086], [-0.246, 0.125, -0.613], [-1.814, -0.152, 0.081], [0.417, 3.135, 1.547], [1.124, -0.830, 0.313], [-0.689, -1.107, 1.957], [-0.346, -0.025, 0.605], [0.165, -0.351, -0.105], [-0.001, -0.131, -0.156], [3.916, -1.922, 1.263], [1.397, 0.474, -1.106], [-0.023, 0.848, -0.307], [0.307, -0.870, -0.569], [0.163, 0.760, 0.408]], "gap_ev": [6.0, 6.2], "total_energy_ev": -16020.0566, "spin_multiplicity": 3, "charge": 0, "s2": 2.052}



{"formula": "C9H11N3OS", "method": "ωB97M-V with the def2-TZVPD basis set", "symbols": ["C", "C", "C", "C", "C", "C", "C", "C", "C", "N", "N", "N", "O", "S", "H", "H", "H", "H", "H", "H", "H", "H", "H", "H", "H"], "positions_angstrom": [[-1.414927, -1.818903, -3.214119], [-0.168323, -1.062407, -3.192835], [-2.169362, -2.002318, -2.090658], [0.121963, -0.372766, -1.994573], [-1.830309, -1.368882, -0.909700], [-0.666905, -0.539594, -0.880589], [1.205877, 2.174378, 0.534186], [0.328266, -0.063787, 3.705492], [0.686104, 0.882599, 1.111402], [-2.266335, -1.388995, 0.433987], [-1.537030, -0.534282, 1.083143], [-0.562703, -0.023169, 0.354120], [0.340357, 2.595148, 2.876761], [-0.343365, 1.321059, 2.668268], [-1.580635, -2.142402, -4.140482], [0.458574, -1.189030, -4.040774], [-3.063760, -2.696165, -2.021158], [1.058938, 0.198941, -1.882600], [1.830812, 2.497667, 1.279625], [1.737795, 2.092690, -0.456752], [0.357886, 2.842556, 0.257652], [-0.141057, -1.055179, 3.605471], [0.005535, 0.226470, 4.704578], [1.348058, -0.001278, 3.687125], [1.384615, 0.031670, 1.242979]], "forces_ev_per_angstrom": [[2.966, 2.400, 2.783], [-2.433, -0.204, 3.036], [-2.296, -1.637, 0.300], [2.081, -0.243, -2.027], [2.415, 1.291, 2.085], [-1.137, -0.434, -1.465], [-2.244, -1.382, -3.908], [-2.985, 0.779, 0.959], [-3.448, -3.288, -0.801], [0.003, 0.938, -1.117], [-0.461, -1.053, 1.153], [1.785, 1.598, 0.114], [0.376, 1.187, 2.100], [0.631, -1.428, -1.590], [-1.429, -2.041, -3.273], [0.569, 0.614, -0.468], [1.086, 0.965, -0.563], [-0.492, -0.262, -0.245], [1.442, 1.478, 1.559], [-0.166, -0.498, 1.160], [0.678, -0.170, 0.879], [0.339, 0.502, -0.859], [0.092, 0.245, 0.233], [2.717, -0.281, -0.210], [-0.087, 0.924, 0.166]], "gap_ev": 9.5, "total_energy_ev": -26860.3373, "charge": 0}



Computed relative energy (zero: lowest compared OMol25 entry of this formula, charge and spin), in the same sequence as the records: 135.7 8.3 25.8 210.3 86.3 79.5 kcal/mol.